Formula: C3H9NSi
Source: the OMol25 dataset
Level of theory: ωB97M-V/def2-TZVPD

Bonds (Å) are listed after each position.
Positions of all 14 atoms, in Å:
1 C -1.8509 1.0299 0.8033  C2 1.341, H6 1.011, H7 1.114
2 C -0.5830 1.2973 1.1496  C1 1.341, Si3 2.053, H8 1.105
3 Si 1.1350 0.7203 0.1849  C2 2.053, N4 1.744, H9 1.581, H10 1.619
4 N 1.3027 -0.9582 -0.2585  Si3 1.744, C5 1.423, H11 0.995
5 C 0.2387 -1.3584 -1.1144  N4 1.423, H12 1.103, H13 1.008, H14 1.105
6 H -2.5912 1.1393 1.4833  C1 1.011
7 H -2.2294 0.6253 -0.1628  C1 1.114
8 H -0.2583 1.3980 2.2012  C2 1.105
9 H 0.9175 1.5097 -1.1679  Si3 1.581
10 H 2.5345 0.9408 0.9681  Si3 1.619
11 H 1.5705 -1.8060 0.1883  N4 0.995
12 H 0.4955 -1.4144 -2.1851  C5 1.103
13 H 0.0262 -2.3358 -0.9859  C5 1.008
14 H -0.7079 -0.7878 -1.1041  C5 1.105

Output
- Structure (SMILES): C=C[SiH2]NC
- Spin multiplicity: 1
- Frontier orbital gap: 9.887 eV
- Relative energy (zero: lowest compared OMol25 entry of this formula, charge and spin): 40.2 kcal/mol

Löwdin charges in e: -0.090, -0.268, 0.597, -0.245, -0.253, -0.001, 0.057, 0.025, -0.022, -0.033, 0.062, 0.081, 0.034, 0.057